(1)
18
Properties=species:S:1:pos:R:3:forces:R:3:nbo_charge:R:1 method="wB97M-V/def2-TZVPD" e_above_lowest_ev=2.029 spin_multiplicity=1 e_homo_ev=-9.9
O 2.16272 -0.12039 1.80021 -1.261 0.219 -0.606 -0.727
O -0.76533 0.20122 -2.53863 0.047 -0.356 0.110 -0.722
N -0.33847 1.52406 0.69832 1.265 0.855 -0.511 -0.821
C -1.06577 -0.90824 -1.68158 -1.375 0.098 -0.652 -0.059
C 0.75685 -0.49492 1.54155 0.954 0.648 0.463 -0.072
C 0.12362 0.19094 0.32461 1.282 -0.716 0.276 -0.108
C -1.07508 -0.57853 -0.21520 -0.632 -0.514 1.288 -0.448
H -0.00458 0.70715 -2.24502 0.260 -0.259 0.228 0.463
H 0.82871 -1.57522 1.36863 -0.631 0.224 0.501 0.189
H 1.06537 0.11739 -0.27919 -0.941 0.594 -0.812 0.180
H 0.48117 2.04452 1.02556 -0.207 -0.075 0.247 0.346
H 2.04722 0.60387 2.41762 0.646 0.163 0.108 0.459
H 0.25627 -0.06257 2.41011 -0.718 -1.198 0.257 0.178
H -2.09184 -1.15953 -2.04138 0.634 -0.084 0.571 0.186
H -0.54812 2.04076 -0.15877 -0.419 -0.197 0.158 0.358
H -0.48445 -1.81577 -1.82109 0.681 0.163 -0.572 0.160
H -1.99137 -0.04183 0.06289 0.321 0.291 -0.237 0.225
H -1.17446 -1.49134 0.41935 0.093 0.142 -0.815 0.213

***

(2)
60
Properties=species:S:1:pos:R:3:forces:R:3:nbo_charge:R:1 method="wB97M-V/def2-TZVPD" e_above_lowest_ev=3.601 spin_multiplicity=1 e_homo_ev=-9.0
O 3.62624 1.14607 2.08262 0.320 0.710 0.347 -0.996
O -1.27913 0.54786 3.18640 0.764 0.786 -0.184 -1.011
O -2.91999 0.77319 -0.59246 0.259 -0.190 -0.677 -0.989
O 1.05403 0.99934 2.13761 0.636 0.770 -0.857 -1.037
O 3.98546 3.51244 0.24493 0.830 1.536 0.480 -0.974
O 4.09333 -1.51126 1.34475 0.158 1.637 0.329 -0.986
O -2.05910 -3.64852 -0.23013 -0.668 0.958 0.712 -0.976
O -3.91765 3.32001 -0.22013 -0.670 -0.119 -0.421 -0.978
O -2.22507 -1.37359 -2.30011 0.844 -1.406 -0.859 -0.992
O -5.10779 0.32449 0.94032 -0.810 0.680 0.530 -0.988
O -2.80810 -0.84727 1.58731 0.875 -0.396 -0.040 -0.995
O -1.11673 2.80102 1.86661 -0.020 0.159 -0.340 -0.938
N 0.36649 -1.07032 -0.78354 -0.573 0.410 -1.510 -0.674
N 1.78352 1.82025 -1.29289 0.752 -0.944 1.218 -0.865
C 0.90449 -2.55003 1.03686 -2.840 -0.106 1.926 -0.660
C 0.90380 -2.37325 -0.46452 -1.967 -0.471 0.413 -0.232
C 0.93202 -0.50466 -2.01950 1.738 0.048 -0.277 -0.076
C 2.11907 0.38441 -1.55288 1.106 2.400 -0.948 -0.224
C 1.41592 -1.16209 -4.47683 0.772 1.144 -1.047 -0.618
C 1.61360 -1.52443 -2.99398 -1.540 -0.409 -0.489 -0.431
H 0.40357 -0.33231 -0.08746 0.305 -0.522 0.394 0.378
H -3.73803 2.38200 -0.44226 0.472 1.011 0.692 0.489
H 3.02580 0.49444 -2.22147 -1.251 -0.823 -0.102 0.190
H 0.89524 -1.90201 -5.08666 0.308 -0.582 0.417 0.213
H -1.03038 2.30457 1.03369 0.009 0.344 0.194 0.494
H -1.82720 -4.54640 -0.02169 0.346 -0.396 -0.440 0.478
H -1.74944 -3.33894 -1.08632 -0.098 -0.324 -0.178 0.501
H -4.34853 -0.15332 1.30728 -0.162 0.136 0.271 0.490
H 2.59265 0.01640 -0.63395 -0.445 -0.378 -0.032 0.171
H -0.21713 3.05506 2.10803 0.045 0.063 -0.323 0.492
H -3.83981 0.65573 -0.85258 -0.322 0.098 0.020 0.482
H 0.43762 0.39758 2.56522 0.856 0.012 0.910 0.498
H -0.90157 1.37058 2.74599 -0.875 -0.727 0.329 0.504
H 1.10258 -2.48069 -3.09212 0.110 -0.348 1.412 0.221
H 3.60237 2.90910 0.87197 -0.275 -0.867 -0.347 0.481
H 0.90988 2.07608 -1.69476 -0.697 0.228 -0.168 0.361
H -5.29098 1.06286 1.56028 0.227 -0.700 -0.704 0.476
H -1.97644 -0.52738 2.01126 -0.773 0.112 0.169 0.514
H 1.22203 -1.61924 1.56931 1.477 -1.016 -0.459 0.223
H -1.43456 -1.05077 -1.83510 -0.667 0.306 0.407 0.497
H 3.83922 0.23509 1.83209 0.264 -0.144 0.160 0.513
H 3.28723 -1.45574 0.82058 0.187 -1.136 -0.040 0.499
H 1.86416 -2.60977 -0.85921 1.227 0.353 -0.249 0.174
H -3.01241 -0.89154 -2.08201 0.104 0.609 0.437 0.483
H 2.42230 -1.03842 -4.89244 -0.387 0.269 -0.467 0.211
H 0.23580 -3.07354 -1.05058 0.752 0.145 1.185 0.190
H 4.41643 1.50996 2.50534 -0.082 -0.242 -0.174 0.487
H -3.19640 3.67139 0.30248 0.247 -0.333 0.051 0.469
H -2.58203 -1.66732 1.14125 -0.024 -0.630 -0.164 0.506
H -2.84932 0.06818 0.07310 0.280 0.263 0.327 0.493
H 1.85609 1.31920 2.62902 -0.998 -1.233 -0.332 0.525
H 2.67982 -1.67913 -2.69607 -0.922 0.085 -0.509 0.208
H 1.78167 1.96989 -0.28005 -0.405 0.194 -0.553 0.366
H -1.93345 0.96622 3.74326 -0.510 -0.268 0.393 0.495
H 1.25343 -3.59435 1.38144 -0.284 2.066 -0.208 0.233
H 0.78331 -0.29082 -4.74099 0.699 0.114 0.746 0.216
H -0.17346 -2.33804 1.49880 1.442 -1.399 -1.385 0.216
H 3.91409 3.24402 -0.66530 -0.547 -0.691 -0.134 0.489
H 0.14330 0.06199 -2.58580 0.853 -0.262 0.548 0.208
H 4.52194 -2.35370 1.44630 -0.453 -0.582 -0.405 0.505

***

(3)
8
Properties=species:S:1:pos:R:3:forces:R:3:nbo_charge:R:1 method="wB97M-V/def2-TZVPD" e_above_lowest_ev=2.474 spin_multiplicity=1 e_homo_ev="-9.7 / -9.6"
S -0.07761 -1.25200 2.21262 -0.242 0.456 -0.311 -0.199
S -2.63445 1.16903 2.38846 1.716 -0.799 -0.904 -0.317
S 0.44297 2.16872 1.26448 -0.401 -0.863 -0.027 -0.220
P -0.98087 0.54860 1.55557 0.988 -0.207 -2.372 0.849
O -0.60348 -0.25577 -0.85483 0.629 -1.941 4.372 -0.937
H 1.43051 1.60334 0.48188 -0.948 -0.125 0.491 0.187
H -0.91446 0.52381 -1.20581 -1.178 2.930 -1.554 0.428
H 0.64964 -1.55165 1.08872 -0.564 0.548 0.306 0.208

***

(4)
29
Properties=species:S:1:pos:R:3:forces:R:3:mulliken_spin:R:1 method="wB97M-V/def2-TZVPD" charge=-1 spin_multiplicity=3 e_homo_ev="-3.6 / -3.6"
Pr -0.04651 -0.28850 -0.18394 1.007 0.341 -0.198 2.016
Cl 0.15817 -2.39193 1.18927 0.151 -1.913 0.787 -0.002
O -0.01443 0.10168 2.95961 0.047 0.487 2.699 0.002
O 0.10205 2.13019 1.84525 0.028 0.345 2.024 0.002
C 1.52755 0.82214 -2.11314 0.512 -0.390 0.782 0.001
C -1.72387 -1.40987 -1.84332 -0.845 0.885 0.403 -0.021
C 1.61595 -0.60386 -2.32596 0.555 0.334 0.856 -0.010
C 0.03536 0.64933 4.29564 -0.034 -0.265 -0.229 -0.001
C 2.47466 -0.13552 -0.19299 0.317 0.156 -1.044 0.002
C -1.95535 0.89906 -1.47487 -0.433 -0.958 0.047 0.004
C 2.04679 1.11740 -0.79588 0.606 -0.830 -0.467 0.002
C 0.03743 0.90604 1.93973 -0.178 0.191 -3.956 -0.011
C 2.20185 -1.20066 -1.15016 0.371 1.061 -0.057 -0.005
C -2.36443 -1.22400 -0.55523 -0.717 0.786 -0.759 0.010
C -1.48482 -0.10130 -2.40939 -0.838 -0.093 0.585 0.008
C -2.49942 0.20592 -0.31943 -0.724 -0.624 -1.041 -0.009
H -2.81341 0.67185 0.63709 0.141 -0.369 -0.906 0.001
H -1.37319 -2.38017 -2.24983 -0.378 0.852 0.281 0.000
H 1.23369 -1.16220 -3.20023 0.356 0.474 0.636 0.001
H 0.11346 1.73489 4.26187 -0.007 -0.030 0.094 0.000
H 1.98504 2.09612 -0.27619 0.158 -0.857 -0.474 0.003
H 2.26216 -2.28689 -0.93838 0.100 0.977 -0.221 0.000
H -0.88353 0.31127 4.76350 -0.004 0.169 0.405 0.000
H 0.90302 0.18300 4.75098 0.032 0.155 0.386 0.000
H 2.70822 -0.28483 0.88626 0.018 0.161 -1.117 0.000
H -1.79377 1.99480 -1.54628 -0.243 -0.953 -0.035 0.001
H -2.55452 -2.01467 0.19493 0.064 0.651 -0.716 0.001
H -0.95555 0.10276 -3.35761 -0.494 -0.161 0.761 0.002
H 1.05741 1.55798 -2.79130 0.431 -0.582 0.476 0.003